Formula: C38H31CoN6O3S4
Source: OMol25
Level of theory: ωB97M-V/def2-TZVPD

The geometry in XYZ format:
```
83
Properties=species:S:1:pos:R:3
Co -0.36619 -0.08269 -0.20853
S -3.56494 -1.88559 4.26376
C -4.18477 -2.56349 5.70138
C -3.22455 -3.20943 6.42477
C -1.96046 -3.16560 5.81717
C -1.95596 -2.47774 4.62184
C -0.86244 -2.23168 3.71715
C -1.07942 -1.50579 2.51937
N -0.15010 -1.26083 1.62849
C 1.10897 -1.69013 1.85564
C 1.44030 -2.43086 3.01674
C 2.78526 -2.88185 3.18741
C 3.74673 -2.58892 2.28115
C 3.45195 -1.81551 1.11717
C 4.42453 -1.48317 0.17043
C 4.07152 -0.72290 -0.94078
C 2.71823 -0.33446 -1.04211
N 1.77971 -0.65946 -0.18854
C 2.11985 -1.37998 0.90110
C 4.99091 -0.33187 -1.97704
C 6.33362 -0.60469 -2.09569
C 6.91312 -0.04508 -3.24633
C 6.01993 0.64726 -4.00724
S 4.44779 0.63128 -3.33631
C 0.43040 -2.69998 3.94541
H -5.22494 -2.44367 5.93480
H -3.42303 -3.69930 7.35944
H -1.08952 -3.62648 6.24749
H -2.06932 -1.12710 2.30213
H 3.01372 -3.46861 4.06389
H 4.76222 -2.93345 2.41240
H 5.43781 -1.81901 0.32818
H 2.43501 0.27193 -1.88941
H 6.88952 -1.18244 -1.37922
H 7.95208 -0.14724 -3.49959
H 6.20456 1.17214 -4.92384
H 0.67192 -3.26669 4.83276
O -1.49686 5.35584 0.49902
C -0.56458 5.04337 1.39089
C -0.07536 6.06446 2.22002
C 0.88533 5.80173 3.16822
C 1.38886 4.51037 3.32929
C 0.93291 3.49714 2.51705
C -0.03504 3.74013 1.53911
C -0.43274 2.61842 0.69579
O 0.13151 1.49312 0.82924
N -1.37114 2.81293 -0.22446
N -1.62312 1.75844 -1.01172
C -2.58543 1.91502 -1.86338
S -2.91179 0.76889 -3.13125
C -4.49227 1.54517 -3.64554
C -4.35497 3.03588 -3.45355
S -3.60669 3.34069 -1.82139
H -1.76311 4.55905 -0.00673
H -0.47631 7.05610 2.08576
H 1.25925 6.59694 3.79295
H 2.13208 4.30067 4.08080
H 1.31227 2.49071 2.61026
H -5.28108 1.12466 -3.02118
H -4.67783 1.28668 -4.68831
H -5.32143 3.53294 -3.47874
H -3.70637 3.48611 -4.20455
C -4.48553 -1.62470 -0.86758
C -2.98897 -1.63544 -0.96637
O -2.29235 -0.96447 -0.20200
N -2.46462 -2.45635 -1.88518
C -1.03431 -2.65327 -2.02433
C -0.38968 -1.60305 -2.89657
C -0.05867 -1.86152 -4.21906
C 0.61734 -0.89516 -4.94557
C 0.88723 0.31976 -4.33962
C 0.46581 0.52258 -3.03794
N -0.13476 -0.42609 -2.32099
H -4.78466 -2.28179 -0.04893
H -4.95108 -1.96249 -1.78931
H -4.83218 -0.62493 -0.61590
H -3.07937 -2.96924 -2.49775
H -0.85066 -3.64742 -2.43186
H -0.57742 -2.58092 -1.02458
H -0.31011 -2.81036 -4.66436
H 0.93842 -1.09612 -5.95455
H 1.42872 1.09319 -4.85513
H 0.63674 1.46543 -2.53549
```

Computed properties:
Molecular weight: 806.9 g/mol
Gap between HOMO and LUMO (alpha / beta): 7.00 / 3.99 eV
F_max: 3.0 eV/Å
Spin multiplicity: 5
Total charge: +2

Formula: C38H31F3N12O7STi
Source: OMol25
Level of theory: ωB97M-V/def2-TZVPD

The geometry in XYZ format:
```
93
Properties=species:S:1:pos:R:3
Ti 0.54968 -0.00334 2.23568
C 0.06912 1.20253 -1.59814
C 0.70424 2.19277 -0.66058
C 0.77446 3.52079 -1.05248
C 1.43537 4.43496 -0.24747
C 2.05523 3.98804 0.89562
C 1.95140 2.64045 1.23557
N 1.23707 1.76585 0.49823
C 2.65282 2.06601 2.38549
C 3.61440 2.74708 3.09686
C 4.32092 2.10415 4.11050
C 4.08640 0.76119 4.31685
C 3.11903 0.10394 3.56406
N 2.32982 0.76994 2.67340
C 2.84650 -1.31768 3.66643
C 3.57852 -2.17694 4.49022
C 3.27497 -3.51494 4.49199
C 2.25140 -3.97519 3.66972
C 1.54189 -3.08215 2.89132
C 0.44354 -3.60530 2.00932
N 1.81755 -1.76113 2.90331
H 0.76918 0.97644 -2.40799
H -0.17777 0.28359 -1.08503
H -0.83591 1.61459 -2.04772
H 0.31060 3.82646 -1.98088
H 1.47258 5.48183 -0.51899
H 2.58020 4.67800 1.53778
H 3.83085 3.77766 2.86036
H 5.05447 2.64080 4.69439
H 4.65003 0.21463 5.05757
H 4.37051 -1.79219 5.11340
H 3.81983 -4.20316 5.12459
H 1.98530 -5.02339 3.64996
H 0.87372 -4.10884 1.14045
H -0.15880 -4.33163 2.55416
H -0.20459 -2.80262 1.67392
C -4.75757 -0.65454 -0.06995
N -3.49232 -0.08089 0.35060
C -2.35279 -0.68039 0.70219
N -1.41800 0.22832 0.90756
C -2.06578 1.40296 0.66130
N -3.32050 1.25511 0.32218
C -5.06081 -0.26958 -1.50048
C -6.30828 0.20100 -1.87904
C -6.54201 0.58586 -3.19537
C -5.53067 0.52198 -4.13710
C -4.27516 0.05369 -3.75634
C -4.05152 -0.34767 -2.44638
C -3.17360 0.00026 -4.70909
N -3.10623 0.40736 -5.93021
N -1.82751 0.11993 -6.37328
C -1.21212 -0.43361 -5.38607
O -2.00124 -0.53690 -4.29029
C 0.14279 -0.96510 -5.30255
C 1.03105 -0.83184 -6.36720
C 2.29876 -1.37628 -6.26482
C 2.68488 -2.05759 -5.11544
C 1.80107 -2.19520 -4.05562
C 2.17489 -2.97335 -2.81563
N 2.06191 -2.18776 -1.59773
C 1.03160 -2.04766 -0.75702
N 1.34338 -1.20098 0.20276
C 2.62335 -0.84807 -0.10437
N 3.09589 -1.43154 -1.17911
C 0.53440 -1.63992 -4.15319
H -5.54275 -0.30544 0.59925
H -4.67403 -1.73627 0.04444
H -2.25979 -1.74479 0.84356
H -1.59569 2.36349 0.75812
H -7.09691 0.28832 -1.14164
H -7.51749 0.95689 -3.47959
H -5.69413 0.83652 -5.15886
H -3.06519 -0.68500 -2.15274
H 0.71568 -0.30601 -7.25818
H 2.99644 -1.27106 -7.08472
H 3.67966 -2.48011 -5.04457
H 3.20539 -3.31682 -2.87077
H 1.53227 -3.84789 -2.70494
H 0.09603 -2.57071 -0.87573
H 3.20049 -0.16456 0.49279
H -0.16638 -1.73629 -3.33330
O 0.26147 -0.23572 4.42513
N -0.71474 -1.03523 4.30979
O -1.24081 -1.58063 5.24013
O -1.07035 -1.23415 3.10097
F -0.19514 4.88347 2.80718
C -1.27448 4.23165 3.26588
F -2.13189 4.10613 2.23894
F -1.85391 4.99159 4.19184
S -0.80501 2.59233 3.97061
O 0.20382 2.92485 4.93335
O -2.04710 2.03425 4.41992
O -0.26785 1.93036 2.76097
```

Computed properties:
Relative energy (zero: lowest compared OMol25 entry of this formula, charge and spin): 17.6 kJ/mol
Molecular weight: 904.7 g/mol
Gap between HOMO and LUMO (alpha / beta): 5.27 / 5.29 eV
F_max: 1.0 eV/Å

Formula: C38H31GeN4PdSTe
Source: OMol25
Level of theory: ωB97M-V/def2-TZVPD

The geometry in XYZ format:
```
77
Properties=species:S:1:pos:R:3
Pd 0.52916 -1.01402 -0.88766
C 4.78420 3.22932 -1.35348
C 3.84485 3.38176 -2.44662
C 3.10848 2.35796 -2.90872
C 3.21494 1.02331 -2.31352
C 3.89173 0.97791 -0.99397
C 4.81348 2.07736 -0.67489
N 2.69747 -0.06814 -2.76457
C 2.21660 -0.11418 -4.07713
C 2.97601 0.38986 -5.14010
C 2.55000 0.26682 -6.44875
C 1.35525 -0.38106 -6.74017
C 0.61583 -0.93266 -5.71515
C 1.04168 -0.81302 -4.39060
N 0.34567 -1.42987 -3.32270
N -0.54605 -2.21545 -3.67561
C -1.16632 -2.93805 -2.62925
C -2.31237 -3.64407 -2.95849
C -2.88956 -4.44762 -1.99005
C -2.28251 -4.53017 -0.74866
C -1.14609 -3.77424 -0.51170
N -0.59359 -2.97860 -1.42662
H 5.41649 4.06076 -1.07444
H 3.73887 4.35793 -2.90457
H 2.42771 2.49921 -3.73654
H 4.28222 -0.01320 -0.77905
H 5.46805 1.94517 0.17775
H 3.92600 0.85993 -4.92534
H 3.16084 0.67236 -7.24510
H 1.01485 -0.47174 -7.76295
H -0.29989 -1.46826 -5.91661
H -2.71547 -3.56002 -3.95767
H -3.79167 -5.00538 -2.20317
H -2.68773 -5.14887 0.03941
H -0.66422 -3.79055 0.45589
C 0.42577 -2.41774 2.53740
Ge -0.40377 -1.04320 1.35580
C -0.25317 0.63450 2.41178
C -0.91698 1.77483 1.95278
C -0.86706 2.97468 2.65078
C -0.14281 3.06186 3.83103
C 0.52513 1.94129 4.30662
C 0.47054 0.74555 3.60248
C -2.38504 -1.29714 1.28087
C -2.97302 -1.24584 0.04067
C -4.36036 -1.44086 -0.14943
C -5.16473 -1.69979 0.91933
C -4.62376 -1.72897 2.22930
C -5.45102 -1.95201 3.35721
C -4.93673 -1.92937 4.62133
C -3.56451 -1.66880 4.81527
C -2.74134 -1.46461 3.74366
C -3.23366 -1.50406 2.41399
H -0.12799 -2.64276 3.44927
H 1.41066 -2.03839 2.82243
H 0.60830 -3.35624 2.01278
H -1.48997 1.72118 1.03139
H -1.39184 3.84278 2.27072
H -0.09651 3.99653 4.37563
H 1.09124 1.99988 5.22884
H 0.99756 -0.11728 3.99510
H -2.35103 -1.05998 -0.82986
H -4.77405 -1.39269 -1.14988
H -6.22843 -1.86604 0.79157
H -6.50804 -2.13034 3.19499
H -5.58063 -2.09564 5.47558
H -3.16211 -1.62206 5.81932
H -1.69734 -1.23787 3.90882
Te 2.21076 1.05910 0.45687
C 2.42590 3.01561 1.14229
C 3.04649 3.45781 2.27680
C 2.95243 4.86283 2.44744
C 2.25933 5.46427 1.43716
S 1.73677 4.33136 0.27661
H 3.53136 2.78974 2.97496
H 3.36948 5.40231 3.28566
H 2.03928 6.51511 1.33546
```

Computed properties:
Relative energy (zero: lowest compared OMol25 entry of this formula, charge and spin): 204.0 kJ/mol
Molecular weight: 882.4 g/mol
Gap between HOMO and LUMO (alpha / beta): 5.13 / 6.68 eV
F_max: 0.4 eV/Å
Spin multiplicity: 2

Formula: C38H32BaCl3GeN3O2S6
Source: OMol25
Level of theory: ωB97M-V/def2-TZVPD

The geometry in XYZ format:
```
86
Properties=species:S:1:pos:R:3
Ba -1.25585 1.09444 -2.01393
C 3.70348 1.79663 -1.58956
C 2.39434 1.77686 -2.10187
N 1.34201 1.96959 -1.34920
C 1.46392 2.16758 -0.01406
C 2.74191 2.10082 0.60066
C 3.86438 1.93741 -0.24205
C 2.86523 2.15551 2.00889
C 1.72222 2.24470 2.75478
C 0.45931 2.38132 2.16005
C 0.26948 2.43659 0.77595
N -0.90718 2.64880 0.11922
C -1.91842 3.42090 0.62461
C -1.86830 4.21169 1.77346
C -2.95579 4.97459 2.22832
C -4.14388 5.00574 1.56056
C -4.23687 4.31016 0.33455
C -5.38840 4.39570 -0.47575
C -5.41917 3.80551 -1.70571
C -4.28207 3.09947 -2.12391
N -3.21454 2.96620 -1.37494
C -3.14351 3.54712 -0.15299
H 4.54798 1.67343 -2.25413
H 2.20833 1.60215 -3.15741
H 4.85129 1.92040 0.20793
H 3.84686 2.10147 2.46465
H 1.77885 2.22884 3.83768
H -0.40120 2.42783 2.81001
H -0.95523 4.27526 2.34110
H -2.83086 5.54387 3.14258
H -4.99203 5.57583 1.91829
H -6.23787 4.96027 -0.10788
H -6.28478 3.87419 -2.35029
H -4.25112 2.62585 -3.10050
S 2.61844 5.23863 -8.17346
C 1.71502 4.46783 -7.03726
S 1.38994 2.77159 -7.07033
C 0.45630 2.63509 -5.58889
C 0.27922 3.84726 -4.88991
S -0.54289 4.09524 -3.46037
S 1.04147 5.24298 -5.65185
S -0.11467 1.11092 -5.18528
Cl -5.86574 -2.68975 -1.66811
Ge -5.85092 -0.41779 -2.02462
Cl -4.86818 0.12166 -0.03874
Cl -3.88886 -0.43725 -3.35982
O 1.03918 -1.01660 -1.52898
S 1.05307 -2.00746 -0.41441
C 0.95354 -1.05092 1.13090
C 1.25448 -1.87721 2.34488
C 0.50047 -3.01041 2.64443
C 0.80635 -3.78940 3.74924
C 1.86033 -3.43511 4.58052
C 2.60396 -2.29769 4.30041
C 2.30647 -1.52744 3.18511
C 2.79364 -2.55142 -0.28458
C 2.94204 -3.88904 0.38333
C 3.77484 -4.04993 1.48412
C 3.90188 -5.28505 2.10178
C 3.19294 -6.37823 1.62618
C 2.36274 -6.22938 0.52321
C 2.24092 -4.99470 -0.09422
H -0.06723 -0.66301 1.13736
H 1.64498 -0.21483 1.02283
H -0.32969 -3.28647 2.00275
H 0.21903 -4.67330 3.96278
H 2.09648 -4.04123 5.44600
H 3.42029 -2.00854 4.95077
H 2.87996 -0.63415 2.96595
H 3.37501 -1.77067 0.20761
H 3.09155 -2.59240 -1.33420
H 4.31428 -3.19496 1.87156
H 4.54825 -5.38938 2.96404
H 3.28585 -7.34148 2.11134
H 1.80804 -7.07749 0.14228
H 1.58803 -4.88433 -0.95276
C -2.21870 -3.16257 -1.76709
C -2.25211 -2.25101 -0.58010
C -2.93003 -2.74610 0.65942
O -1.75990 -1.13617 -0.62213
H -1.84914 -4.14777 -1.47589
H -1.59926 -2.73628 -2.55299
H -3.24221 -3.28065 -2.13231
H -2.53589 -3.72254 0.94947
H -3.99076 -2.87455 0.42638
H -2.82536 -2.02324 1.46454
```

Computed properties:
Relative energy (zero: lowest compared OMol25 entry of this formula, charge and spin): 12.7 kJ/mol
Molecular weight: 1071.4 g/mol
Gap between HOMO and LUMO (alpha / beta): 6.34 / 5.32 eV
F_max: 0.6 eV/Å
Spin multiplicity: 2
Total charge: -1